{
  "formula": "C31H45N7O3Tl",
  "method": "ωB97M-V/def2-TZVPD",
  "species": ["Tl", "C", "N", "C", "C", "O", "C", "O", "C", "C", "O", "N", "C", "C", "H", "H", "H", "H", "H", "H", "H", "H", "H", "H", "H", "H", "H", "H", "H", "H", "C", "C", "C", "C", "C", "C", "C", "C", "C", "C", "C", "C", "H", "H", "H", "H", "H", "H", "H", "H", "H", "H", "H", "H", "H", "H", "H", "H", "H", "H", "C", "C", "N", "C", "C", "N", "C", "N", "N", "N", "C", "C", "C", "C", "C", "C", "H", "H", "H", "H", "H", "H", "H", "H", "H", "H", "H"],
  "positions_angstrom": [[-0.472, 1.028, -0.408], [2.956, -0.557, -5.038], [2.396, 0.544, -4.260], [2.789, 1.894, -4.649], [1.551, 0.357, -3.245], [1.067, 1.283, -2.581], [1.222, -1.086, -2.867], [0.043, -1.100, -2.080], [-0.967, -1.963, -2.562], [-2.298, -1.594, -1.922], [-2.369, -0.728, -1.041], [-3.362, -2.255, -2.388], [-3.270, -3.262, -3.440], [-4.700, -1.907, -1.928], [2.197, -1.043, -5.656], [3.420, -1.304, -4.393], [3.714, -0.160, -5.706], [2.489, 2.093, -5.679], [3.872, 2.000, -4.589], [2.314, 2.611, -3.990], [2.051, -1.476, -2.266], [1.111, -1.715, -3.750], [-0.719, -3.004, -2.329], [-1.068, -1.873, -3.648], [-2.971, -2.825, -4.396], [-4.246, -3.717, -3.577], [-2.565, -4.052, -3.180], [-4.622, -1.243, -1.074], [-5.241, -2.810, -1.645], [-5.258, -1.410, -2.724], [-4.665, 2.659, -1.025], [-3.883, 2.973, 0.213], [-2.935, 3.975, 0.205], [-2.794, 4.829, -1.018], [-2.131, 4.196, 1.367], [-1.143, 5.306, 1.352], [-2.249, 3.341, 2.514], [-1.347, 3.565, 3.692], [-3.225, 2.366, 2.529], [-3.388, 1.425, 3.687], [-4.137, 2.272, 1.427], [-5.386, 1.484, 1.582], [-4.032, 2.729, -1.908], [-5.482, 3.374, -1.165], [-5.094, 1.662, -0.991], [-2.351, 4.255, -1.838], [-2.180, 5.708, -0.854], [-3.771, 5.164, -1.367], [-0.463, 5.213, 0.501], [-0.557, 5.369, 2.260], [-1.663, 6.261, 1.225], [-1.584, 4.518, 4.170], [-0.302, 3.605, 3.385], [-1.444, 2.795, 4.449], [-2.428, 1.136, 4.106], [-3.913, 0.518, 3.401], [-3.959, 1.900, 4.490], [-5.197, 0.418, 1.408], [-6.156, 1.804, 0.885], [-5.777, 1.574, 2.595], [3.367, 0.371, 0.028], [2.656, -0.108, 1.244], [1.363, 0.023, 1.457], [1.104, -0.495, 2.702], [2.256, -0.942, 3.265], [3.249, -0.701, 2.338], [4.634, -1.103, 2.499], [4.934, -2.393, 1.875], [5.256, -2.450, 0.557], [5.337, -3.663, 0.185], [5.093, -4.471, 1.263], [5.089, -5.857, 1.387], [4.736, -6.401, 2.646], [4.447, -5.588, 3.729], [4.453, -4.195, 3.617], [4.801, -3.649, 2.363], [2.636, 0.763, -0.676], [3.942, -0.419, -0.444], [4.064, 1.177, 0.271], [0.112, -0.499, 3.122], [2.444, -1.397, 4.223], [4.847, -1.194, 3.561], [5.287, -0.355, 2.055], [5.383, -6.483, 0.554], [4.710, -7.475, 2.778], [4.196, -6.043, 4.677], [4.176, -3.577, 4.461]],
  "forces_ev_per_a": [[-0.2, 0.1, -0.2], [-0.1, -0.2, 0.0], [-0.1, 0.0, 0.1], [0.1, 0.2, -0.1], [0.1, 0.0, -0.1], [-0.1, -0.1, 0.2], [-0.1, 0.1, 0.1], [0.0, 0.0, 0.0], [0.0, 0.0, 0.0], [-0.2, -0.1, -0.1], [0.2, 0.1, 0.0], [0.0, 0.1, 0.1], [0.2, 0.0, -0.2], [-0.1, 0.0, 0.0], [0.0, 0.0, 0.0], [0.1, 0.0, 0.0], [0.0, 0.0, 0.1], [-0.1, 0.0, 0.0], [0.0, 0.0, 0.1], [0.0, 0.0, 0.0], [0.0, -0.1, -0.1], [0.0, 0.0, 0.0], [-0.1, 0.0, 0.0], [0.0, 0.0, 0.0], [0.0, 0.0, 0.0], [0.0, 0.0, 0.0], [0.0, 0.0, 0.0], [0.0, 0.0, 0.0], [0.0, 0.0, 0.0], [0.0, 0.0, 0.0], [-0.2, 0.1, 0.0], [0.3, 0.2, -0.1], [-0.4, -0.2, -0.1], [0.1, 0.0, -0.1], [0.0, 0.0, 0.0], [0.0, 0.0, 0.1], [-0.3, -0.3, 0.1], [0.1, 0.1, 0.0], [0.4, 0.2, 0.1], [-0.2, 0.0, 0.1], [0.0, 0.0, 0.0], [-0.1, 0.0, 0.0], [0.0, 0.0, 0.0], [0.0, 0.0, 0.0], [0.0, 0.0, 0.0], [0.0, 0.0, 0.0], [0.0, 0.0, 0.0], [0.0, 0.0, 0.0], [0.0, 0.0, 0.0], [0.0, 0.0, 0.0], [0.0, 0.0, 0.0], [0.0, 0.0, 0.0], [0.0, 0.0, 0.0], [0.0, 0.0, 0.0], [0.0, 0.0, 0.0], [0.0, 0.0, 0.0], [0.0, 0.0, 0.0], [0.0, 0.0, 0.0], [0.0, 0.0, 0.0], [0.0, 0.0, 0.0], [0.2, 0.1, 0.2], [-0.3, 0.0, 0.3], [0.4, -0.1, -0.2], [0.1, -0.1, 0.2], [-0.4, -0.1, 0.1], [0.4, -0.2, -0.3], [-0.3, 0.4, -0.1], [-0.5, -0.8, 0.7], [0.0, 0.1, -0.6], [0.4, 0.2, -0.4], [-0.3, -0.3, 0.7], [0.3, 0.7, -0.8], [-0.1, -0.1, 0.7], [-0.1, -0.1, 0.0], [-0.1, -0.1, 0.4], [0.2, 0.3, -0.7], [0.0, 0.0, 0.0], [0.1, -0.1, -0.1], [0.0, 0.0, 0.0], [0.0, 0.0, 0.0], [0.1, 0.1, 0.0], [0.1, 0.1, 0.0], [0.1, -0.1, 0.0], [-0.1, -0.1, 0.0], [0.0, 0.0, -0.1], [0.0, 0.0, 0.0], [0.1, 0.0, 0.0]],
  "multiplicity": 1,
  "max_force_ev_per_a": 1.16,
  "total_charge": 3,
  "total_energy_ha": -1988.8181,
  "orbital_gap_ha": [0.1570, 0.2217]
}

***

{
  "formula": "C26H33N3O2",
  "method": "ωB97M-V/def2-TZVPD",
  "species": ["C", "C", "H", "H", "C", "N", "C", "H", "C", "N", "C", "O", "C", "C", "C", "C", "C", "C", "C", "C", "O", "N", "C", "C", "C", "C", "C", "C", "C", "C", "C", "H", "H", "H", "H", "H", "H", "H", "H", "H", "H", "H", "H", "H", "H", "H", "H", "H", "H", "C", "C", "C", "H", "H", "H", "H", "H", "H", "H", "H", "H", "H", "H", "H"],
  "positions_angstrom": [[-3.836, -2.311, -1.021], [-2.592, -1.465, -1.252], [-1.774, -1.840, -0.635], [-2.277, -1.547, -2.295], [-2.845, 0.014, -0.949], [-3.293, 0.218, 0.418], [-2.318, -0.029, 1.451], [-2.130, -1.109, 1.495], [-0.945, 0.680, 1.339], [0.045, -0.135, 0.674], [0.624, 0.206, -0.490], [0.372, 1.233, -1.086], [1.664, -0.791, -1.027], [1.299, -2.223, -0.794], [0.586, -2.965, -1.724], [0.260, -4.286, -1.463], [0.644, -4.878, -0.270], [1.351, -4.146, 0.665], [1.684, -2.822, 0.407], [2.389, -2.033, 1.456], [2.388, -2.375, 2.628], [2.984, -0.893, 1.032], [3.643, -0.032, 1.986], [3.117, 1.391, 1.826], [3.421, 1.850, 0.431], [3.732, 3.174, 0.152], [4.056, 3.569, -1.132], [4.093, 2.631, -2.150], [3.788, 1.311, -1.880], [3.438, 0.912, -0.596], [3.039, -0.525, -0.370], [3.773, -1.176, -0.879], [3.821, 0.579, -2.675], [4.358, 2.928, -3.153], [4.287, 4.603, -1.337], [3.716, 3.898, 0.954], [3.583, 2.052, 2.557], [2.037, 1.403, 1.998], [3.434, -0.436, 2.979], [4.727, -0.047, 1.814], [1.654, -4.578, 1.607], [0.388, -5.908, -0.070], [-0.294, -4.854, -2.195], [0.286, -2.504, -2.653], [1.744, -0.583, -2.097], [0.266, -1.018, 1.108], [-0.584, 0.912, 2.347], [-1.024, 1.606, 0.768], [-2.778, 0.257, 2.399], [-4.143, 1.371, 0.615], [-3.500, 2.759, 0.467], [-4.559, 3.854, 0.492], [-5.121, 3.820, 1.424], [-5.258, 3.730, -0.332], [-4.097, 4.835, 0.405], [-2.795, 2.927, 1.283], [-2.950, 2.806, -0.475], [-4.583, 1.289, 1.614], [-4.962, 1.289, -0.108], [-3.648, 0.362, -1.604], [-1.944, 0.593, -1.195], [-4.631, -2.012, -1.700], [-4.190, -2.177, -0.002], [-3.620, -3.365, -1.183]],
  "forces_ev_per_a": [[0.3, 0.0, 0.0], [-0.3, 0.2, 0.1], [0.1, 0.0, 0.0], [0.1, 0.0, 0.0], [0.2, -0.2, 0.0], [-0.1, 0.0, -0.1], [0.1, 0.1, 0.0], [0.0, 0.0, 0.1], [-0.3, 0.1, 0.1], [-0.2, -0.1, 0.3], [0.2, -0.4, -0.1], [0.0, 0.3, -0.3], [0.1, 0.2, 0.0], [0.1, -0.2, 0.1], [0.0, 0.0, 0.0], [0.0, 0.1, -0.1], [0.0, 0.0, 0.1], [0.0, 0.1, 0.1], [-0.2, -0.2, -0.2], [0.2, 0.0, 0.1], [-0.1, -0.2, 0.1], [0.1, 0.1, 0.0], [0.0, 0.2, 0.5], [0.1, -0.2, 0.0], [0.0, 0.0, 0.0], [0.0, 0.0, -0.1], [0.0, 0.1, 0.0], [0.0, 0.0, -0.1], [0.0, 0.0, 0.1], [0.2, 0.1, 0.1], [0.0, -0.2, -0.6], [-0.2, 0.2, 0.0], [0.0, -0.1, -0.1], [0.0, 0.0, -0.1], [0.0, 0.1, 0.0], [0.0, 0.1, 0.1], [0.0, 0.0, 0.0], [0.0, 0.0, 0.1], [0.1, 0.1, -0.2], [-0.1, 0.0, 0.1], [0.0, 0.0, 0.1], [0.0, -0.1, 0.0], [-0.1, -0.1, -0.1], [0.0, 0.1, -0.1], [0.0, 0.0, 0.1], [0.0, 0.1, -0.2], [0.0, 0.1, -0.1], [0.0, 0.0, 0.1], [0.0, -0.1, 0.0], [0.1, 0.2, 0.0], [-0.3, -0.2, 0.0], [0.2, -0.1, 0.0], [-0.1, 0.1, 0.1], [-0.1, 0.0, -0.1], [-0.1, 0.1, 0.0], [0.1, 0.0, 0.0], [0.1, 0.0, 0.0], [-0.1, 0.0, 0.0], [-0.1, 0.0, 0.0], [0.0, 0.0, 0.0], [-0.1, 0.1, 0.0], [-0.2, 0.0, -0.1], [-0.1, 0.0, 0.1], [-0.1, -0.1, 0.0]],
  "multiplicity": 1,
  "max_force_ev_per_a": 0.64,
  "total_charge": 0,
  "total_energy_ha": -1325.3560,
  "orbital_gap_ha": 0.3106
}

***

{
  "formula": "C33H32N5P2STi",
  "method": "ωB97M-V/def2-TZVPD",
  "species": ["Ti", "C", "C", "N", "N", "C", "N", "S", "C", "C", "C", "C", "C", "N", "H", "H", "H", "H", "H", "H", "H", "H", "H", "C", "N", "P", "C", "C", "C", "C", "C", "C", "C", "C", "C", "C", "C", "C", "P", "C", "C", "C", "C", "C", "C", "C", "C", "C", "C", "C", "C", "H", "H", "H", "H", "H", "H", "H", "H", "H", "H", "H", "H", "H", "H", "H", "H", "H", "H", "H", "H", "H", "H", "H"],
  "positions_angstrom": [[-0.228, 1.016, -1.519], [0.150, 4.956, 0.606], [0.343, 3.744, -0.195], [-0.586, 2.992, -0.644], [-1.814, 3.538, -0.417], [-2.791, 2.841, -0.876], [-3.999, 3.400, -0.735], [-2.584, 1.309, -1.717], [1.682, 3.253, -0.608], [2.830, 3.923, -0.317], [4.032, 3.410, -0.770], [4.063, 2.267, -1.488], [2.855, 1.680, -1.834], [1.698, 2.128, -1.405], [-0.420, 4.703, 1.487], [-0.390, 5.758, 0.113], [1.119, 5.310, 0.960], [-3.962, 4.301, -0.382], [-4.809, 3.002, -1.162], [2.750, 4.796, 0.267], [5.026, 3.904, -0.541], [4.989, 1.848, -1.887], [2.809, 0.855, -2.537], [-0.758, -2.392, 2.071], [-0.531, -1.827, 0.683], [-0.041, -0.231, 0.685], [-1.122, 0.681, 1.725], [-0.707, 1.775, 2.454], [-1.678, 2.615, 3.077], [-3.011, 2.351, 3.019], [-3.404, 1.190, 2.316], [-2.504, 0.405, 1.625], [1.683, -0.243, 1.385], [2.332, 0.896, 1.866], [3.492, 0.781, 2.600], [3.985, -0.474, 2.895], [3.428, -1.624, 2.346], [2.251, -1.485, 1.614], [-1.672, -2.442, -0.519], [-1.234, -4.200, -0.698], [-2.097, -5.091, -0.110], [-1.937, -6.482, -0.226], [-0.795, -6.942, -0.841], [0.185, -6.037, -1.310], [-0.018, -4.663, -1.194], [-0.907, -1.639, -2.003], [0.422, -1.311, -2.347], [0.682, -0.620, -3.512], [-0.340, -0.417, -4.467], [-1.644, -0.919, -4.222], [-1.919, -1.456, -2.999], [-0.272, -1.789, 2.893], [-0.380, -3.435, 2.129], [-1.811, -2.370, 2.424], [0.340, 1.991, 2.627], [-1.254, 3.518, 3.429], [-3.658, 3.089, 3.445], [-4.418, 0.877, 2.320], [-2.840, -0.483, 1.105], [1.999, 1.935, 1.612], [3.966, 1.696, 2.992], [4.875, -0.480, 3.525], [3.871, -2.633, 2.534], [1.744, -2.397, 1.298], [-3.019, -4.694, 0.352], [-2.698, -7.155, 0.032], [-0.647, -7.946, -1.099], [1.116, -6.384, -1.760], [0.733, -4.000, -1.566], [1.186, -1.576, -1.630], [1.704, -0.411, -3.803], [-0.100, -0.011, -5.453], [-2.430, -0.814, -5.014], [-2.913, -1.660, -2.705]],
  "forces_ev_per_a": [[-0.2, 0.3, -0.1], [0.6, 0.3, 0.5], [1.7, -0.9, -0.7], [-1.2, 0.1, 0.0], [0.5, 0.0, 0.3], [-0.4, -0.1, -0.3], [0.3, -2.3, -0.8], [0.1, -0.1, 0.0], [-0.6, -0.4, -0.5], [0.1, -0.5, -0.2], [2.3, 1.4, 1.0], [0.3, -1.1, -1.2], [0.5, -0.4, -0.4], [-1.3, 0.5, 0.7], [-0.4, -0.1, 0.3], [0.0, 0.0, -0.3], [-0.3, 0.2, -0.1], [-0.5, 1.9, 0.7], [-0.3, 0.1, 0.0], [0.3, 0.9, 0.5], [-1.5, -0.4, -0.2], [-0.3, 0.2, 0.2], [0.2, -0.1, 0.2], [0.1, 0.0, 0.9], [-0.1, -0.3, 1.2], [1.3, -0.3, -0.6], [-0.7, 0.6, 0.6], [-1.0, 0.4, 0.9], [2.0, -0.9, -1.4], [0.3, -0.7, -0.8], [0.2, 0.4, 0.3], [0.4, 0.2, 0.8], [-1.1, 0.1, 0.1], [-0.2, 1.5, -0.9], [-0.2, 0.6, 0.3], [1.1, -0.1, 0.2], [0.3, -0.3, 0.4], [0.2, -1.0, 0.2], [0.2, 0.2, 0.2], [1.1, 0.8, 0.8], [-1.9, -0.5, 0.1], [1.1, 1.4, -0.6], [0.7, 1.6, -0.7], [-0.1, 0.4, 0.5], [-0.2, -1.2, -0.5], [-0.9, -0.3, -1.2], [-1.0, -0.2, 1.4], [-0.1, 0.2, -1.4], [-0.5, -0.8, 0.0], [0.6, 1.2, -1.8], [1.4, 0.3, 1.3], [0.0, -0.5, -1.2], [-0.2, 0.7, -0.1], [0.3, -0.1, -0.8], [-0.2, 0.1, -0.2], [-0.1, 0.8, 1.0], [-0.7, -0.2, 0.2], [-0.9, 0.0, -0.1], [-0.1, 0.1, -0.1], [0.1, -1.2, 0.3], [-0.2, -0.7, -0.2], [-0.2, -0.5, -0.2], [-0.5, 1.1, -0.2], [0.1, 0.3, -0.1], [0.5, -0.3, -0.3], [-0.9, -0.7, 0.7], [0.0, -1.4, 0.1], [-0.4, -0.1, 0.1], [0.3, 0.4, -0.2], [0.4, 0.0, -0.1], [0.0, 0.1, 0.1], [-0.1, 0.1, 0.4], [0.8, -0.1, 0.9], [-1.0, -0.4, 0.1]],
  "multiplicity": 2,
  "max_force_ev_per_a": 2.85,
  "total_charge": 2,
  "s2": 0.76,
  "total_energy_ha": -3480.3948,
  "orbital_gap_ha": [0.2530, 0.2608]
}

***

Number 1 is which compound?
C31H45N7O3Tl